Entry 1:
# C26H51MnN4O5SSbSi3

A structure of composition C26H51MnN4O5SSbSi3 in a non-equilibrium geometry (the ωB97M-V functional and the def2-TZVPD basis, the OMol25 dataset).

Positions of all 92 atoms, in Å:
Mn: 0.19035 0.05341 -0.51372
N: 0.53985 1.99491 1.06638
C: -0.15565 3.28151 0.96298
C: -0.63535 3.48161 -0.47442
C: -1.80295 2.55441 -0.81642
C: -1.85205 2.23041 -2.31012
N: -0.87865 1.16421 -2.59742
H: 0.44405 1.60921 2.00328
H: 1.53545 2.13011 0.91388
H: 0.48625 4.12121 1.26698
H: -1.01945 3.27351 1.62938
H: 0.19135 3.24001 -1.14452
H: -0.91825 4.52351 -0.64032
H: -2.75085 2.98231 -0.48872
H: -1.66195 1.58851 -0.29782
H: -1.60225 3.12341 -2.88672
H: -2.86725 1.92041 -2.57992
H: -0.41065 1.31891 -3.48662
H: -1.38505 0.28181 -2.68912
O: -1.86075 -2.48099 -2.89992
C: -1.26775 -2.12529 -1.90052
O: -1.56385 -1.15839 -1.12382
C: 0.07145 -2.87599 -1.45292
O: 0.26985 -4.02609 -1.78762
O: 0.81515 -2.12929 -0.74002
C: 3.46715 -0.38069 1.17098
O: 2.07265 -0.62159 1.14378
H: 4.01815 -1.29509 1.39878
H: 3.65555 0.34551 1.96198
H: 3.82425 0.02281 0.21878
H: 1.90965 -1.38679 0.55758
S: 4.96345 1.82911 -5.07302
C: 3.78645 1.34801 -3.81962
C: 3.41925 2.23541 -2.81242
C: 2.57595 1.79201 -1.81952
N: 2.06525 0.55061 -1.75772
C: 2.41645 -0.28799 -2.74732
C: 3.25755 0.06001 -3.78452
C: 3.78655 2.63771 -6.16922
C: 3.44715 3.96971 -5.99252
C: 2.53045 4.52401 -6.87472
N: 1.97395 3.85121 -7.86642
C: 2.31445 2.58471 -8.03102
C: 3.21795 1.92411 -7.21112
H: 3.81675 3.23971 -2.78572
H: 2.31545 2.45961 -1.00872
H: 2.01565 -1.29269 -2.68292
H: 3.52905 -0.66149 -4.54142
H: 3.88895 4.55801 -5.20352
H: 2.23155 5.56011 -6.78652
H: 1.84365 2.07611 -8.86112
H: 3.47695 0.89051 -7.37972
C: -4.38935 -0.62289 0.82548
Si: -3.27605 -0.34639 2.35458
C: -3.17575 1.54071 2.72798
C: -4.16865 -1.06469 3.89188
Sb: -0.85215 -1.19009 1.75878
Si: -1.38965 -3.76729 1.69408
C: 0.28315 -4.68869 1.75288
C: -2.44605 -4.31659 0.20788
C: -2.36275 -4.24749 3.28058
Si: 0.26585 -0.98299 4.12128
C: 0.87955 0.81701 4.40118
C: -0.85605 -1.28079 5.63698
C: 1.80085 -2.10169 4.33838
H: -5.24635 0.04471 0.80238
H: -4.76495 -1.64209 0.81018
H: -3.81525 -0.47219 -0.08482
H: -4.12125 1.91731 3.10568
H: -2.93205 2.10731 1.83638
H: -2.42085 1.74671 3.48158
H: -5.13225 -0.58309 4.02208
H: -3.59625 -0.90029 4.79578
H: -4.34445 -2.12869 3.80138
H: 0.88825 -4.41439 0.89498
H: 0.13325 -5.76379 1.71028
H: 0.84075 -4.46299 2.65768
H: -1.82065 -4.49499 -0.66082
H: -3.18005 -3.56359 -0.06652
H: -2.97165 -5.24469 0.42148
H: -1.93545 -3.79599 4.16858
H: -2.34985 -5.32399 3.41558
H: -3.40025 -3.94159 3.21018
H: 0.10065 1.54321 4.18568
H: 1.74515 1.04571 3.78858
H: 1.16955 0.96321 5.43728
H: -1.59375 -0.49309 5.73448
H: -0.26075 -1.28659 6.54408
H: -1.38175 -2.22609 5.58528
H: 2.37635 -2.16069 3.42168
H: 1.51465 -3.10979 4.61878
H: 2.45505 -1.71749 5.11518

Properties
E in eV: -116315.0950
HOMO energy (alpha / beta) in eV: -7.8 / -7.8
HOMO-LUMO gap (alpha / beta) in eV: 7.164 / 7.152
Energy relative to the best compared isomer or geometry (same formula, charge and spin) in eV: 3.1597
LUMO level (alpha / beta) in eV: -0.63 / -0.61
Multiplicity: 2
Strongest force on any atom in eV/A: 2.46
Expectation value of S²: 0.835

---

Entry 2:
# C26H51N2O7P3

A cluster of 5 separate species, C26H51N2O7P3 in total in a non-equilibrium geometry (the ωB97M-V functional and the def2-TZVPD basis, the OMol25 dataset).

Positions of all 89 atoms, in Å:
C: -1.14906 -1.35878 -3.24621
C: -1.40589 -0.08355 -2.46588
C: -0.65714 1.13168 -2.99488
P: 1.15074 0.85694 -3.24751
P: 1.41345 0.90804 -5.41213
N: 0.52942 1.93282 -6.22938
P: 2.04153 2.75333 -2.70027
N: 3.56168 2.80680 -2.99386
O: 1.17696 3.88770 -3.44604
O: 1.56214 2.91609 -1.18627
O: -2.81790 0.16682 -2.60532
C: -3.34730 1.16434 -1.74409
C: -4.00991 2.30456 -2.46900
C: -3.31636 3.31287 -3.13558
C: -3.98692 4.33144 -3.80439
C: -5.37565 4.38918 -3.80507
C: -6.07620 3.40455 -3.12409
C: -5.39855 2.37564 -2.47456
H: -1.99159 -1.56278 -3.89643
H: -0.25112 -1.32094 -3.85667
H: -1.06094 -2.19241 -2.55755
H: -1.22745 -0.24533 -1.40934
H: -1.13785 1.45055 -3.91822
H: -0.73593 1.97287 -2.31308
H: 2.78077 1.17667 -5.61537
H: 1.16332 -0.40901 -5.84852
H: -0.07267 2.48707 -5.63347
H: 4.08425 2.94861 -2.13734
H: 1.54306 4.07001 -4.32219
H: 1.99227 3.68556 -0.79378
H: -2.59919 1.51839 -1.03523
H: -4.12025 0.68652 -1.14194
H: -2.23855 3.34121 -3.14745
H: -3.41649 5.08526 -4.32235
H: -5.88114 5.18463 -4.32696
H: -7.15438 3.44136 -3.09416
H: -5.98740 1.63355 -1.95464
C: -2.64499 7.77152 -0.23751
C: -2.96453 6.58952 -1.14854
C: -3.38371 5.52750 -0.14198
O: -3.97561 6.22513 0.95727
C: -3.70959 7.62385 0.84136
H: -2.68342 8.73733 -0.73909
H: -1.64920 7.65169 0.19599
H: -3.80414 6.83408 -1.80312
H: -2.12914 6.27180 -1.77109
H: -2.51639 4.96812 0.22849
H: -4.10437 4.81759 -0.55068
H: -4.63703 8.13138 0.55390
H: -3.39067 8.01017 1.81015
C: 0.27532 -3.39963 1.78262
C: -1.10831 -2.94712 2.24008
C: -1.28744 -1.65636 1.45345
O: -0.56219 -1.82281 0.23065
C: 0.26848 -2.98732 0.31929
H: 0.45824 -4.46232 1.91949
H: 1.04598 -2.84917 2.32482
H: -1.85966 -3.68042 1.93774
H: -1.19072 -2.80005 3.31584
H: -0.86522 -0.80098 1.99218
H: -2.33200 -1.43973 1.22425
H: -0.16616 -3.77045 -0.31141
H: 1.26238 -2.74955 -0.06080
C: 3.44795 -7.79872 4.11321
C: 2.06273 -7.36348 4.58506
C: 1.86263 -6.07813 3.79615
O: 2.57676 -6.23710 2.56540
C: 3.41898 -7.38923 2.64623
H: 3.64583 -8.86065 4.25085
H: 4.21770 -7.23562 4.64576
H: 1.31766 -8.10737 4.29298
H: 1.98991 -7.21394 5.66090
H: 2.28438 -5.21838 4.32729
H: 0.81273 -5.87465 3.58239
H: 2.98871 -8.18010 2.02206
H: 4.40590 -7.13916 2.25516
C: 5.12363 -1.72438 3.26481
C: 6.06108 -2.42115 4.24587
C: 5.10279 -2.82074 5.35799
O: 3.83448 -3.05645 4.73948
C: 3.86364 -2.56790 3.39235
H: 5.50398 -1.68671 2.24538
H: 4.92834 -0.70126 3.59431
H: 6.49220 -3.31132 3.78211
H: 6.87716 -1.79202 4.59761
H: 4.98668 -2.01451 6.09033
H: 5.41639 -3.72303 5.88451
H: 3.89297 -3.43007 2.71692
H: 2.95514 -1.99990 3.19067

Properties
Structure (SMILES): C[C@@H](CP([PH2]=N)P(=N)(O)O)OCc1ccccc1.C1CCOC1.C1CCOC1.C1CCOC1.C1CCOC1
E in eV: -72966.4374
HOMO energy in eV: -8.7
HOMO-LUMO gap in eV: 8.959
LUMO level in eV: 0.22
Strongest force on any atom in eV/A: 2.07

---

Entry 3:
# C26H52Cl2N3O5ScSi2

A structure of composition C26H52Cl2N3O5ScSi2 in a non-equilibrium geometry (the ωB97M-V functional and the def2-TZVPD basis, the OMol25 dataset).

Positions of all 91 atoms, in Å:
C: -2.40989 1.73264 -4.45837
C: -1.43558 2.56834 -3.65659
H: -3.42517 1.57962 -4.01944
H: -2.02167 0.71009 -4.60530
H: -2.46363 2.24170 -5.43718
C: -1.29363 3.95384 -3.88754
C: -2.50042 4.81464 -4.01149
H: -0.44490 4.44261 -3.41982
H: -3.41121 4.35274 -3.58267
H: -2.72546 5.02457 -5.06255
H: -2.36073 5.80015 -3.53455
Sc: 0.16314 -1.08711 0.82820
Cl: 1.07479 -1.89531 -1.35217
C: 2.62832 0.65708 0.36624
O: 1.37298 0.67962 0.57735
N: 3.46883 1.40479 1.08049
C: 3.05494 2.07857 2.29886
C: 4.85215 1.56953 0.67264
H: 3.06441 0.02327 -0.41042
H: 2.04362 1.79401 2.58703
H: 3.10990 3.16831 2.16587
H: 3.75579 1.81908 3.10382
H: 4.99169 1.18198 -0.34182
H: 5.51681 1.03808 1.36801
H: 5.11666 2.63438 0.69059
H: -0.67058 -3.66716 4.36147
H: -0.15088 -6.26563 2.21616
C: -1.60126 -4.06407 3.92467
C: -1.20502 -5.96870 2.31260
N: -1.36351 -4.54621 2.56024
H: -2.34917 -3.25948 3.89862
C: -1.01528 -3.64657 1.64975
O: -1.07810 -2.41089 1.91759
H: -1.69920 -6.24895 1.37763
H: -0.71596 -4.02827 0.64174
H: -1.97503 -4.91032 4.51021
H: -1.65843 -6.52898 3.12670
H: -2.79777 2.12563 -0.65888
H: -1.15673 4.60384 0.11673
C: -2.96123 2.45917 0.37873
C: -1.34766 4.19012 1.11326
N: -1.69328 2.76843 1.02535
H: -3.54436 1.71016 0.93176
C: -0.97171 1.89533 1.79029
O: -1.12850 0.66728 1.92332
H: -0.45839 4.29358 1.72863
H: -0.15355 2.42038 2.31659
H: -3.53631 3.39394 0.35370
H: -2.16957 4.75841 1.56330
O: -1.55344 2.24837 -2.25402
C: -0.28436 1.84100 -2.80192
C: 1.01180 3.31305 -1.24261
C: 1.00628 2.46148 -2.35765
H: 0.12429 3.28839 -0.60793
C: 2.16583 4.01631 -0.90476
H: -0.18944 0.73885 -2.90766
C: 2.25655 2.20304 -2.99373
H: 2.11456 4.66011 -0.03984
C: 3.34568 3.84962 -1.59527
C: 3.38668 2.91107 -2.62333
H: 2.32012 1.42098 -3.76181
H: 4.20174 4.43441 -1.31007
H: 4.32649 2.73422 -3.11554
Si: -3.30345 -1.60111 -0.98901
Cl: -1.34790 -0.16879 -0.81256
C: -3.98880 -1.72233 0.75865
C: -2.73485 -3.35775 -1.41311
C: -4.60198 -0.94655 -2.09996
H: -3.26636 -1.35764 1.50174
H: -4.26374 -2.75277 1.04021
H: -4.92154 -1.14276 0.84280
H: -5.07773 -0.06895 -1.64391
H: -5.42189 -1.66522 -2.26499
H: -4.21329 -0.68705 -3.09168
H: -1.66712 -3.38132 -1.69531
H: -3.31059 -3.79253 -2.25085
H: -2.87044 -4.08342 -0.58693
C: 2.54790 -4.82331 1.28671
Si: 2.89507 -3.06816 1.90120
C: 2.82571 -2.76717 3.78593
C: 4.46175 -2.40182 1.06420
O: 1.65330 -2.04894 1.61634
H: 3.43730 -5.38017 0.92463
H: 1.85916 -4.76287 0.42720
H: 2.08747 -5.47110 2.05091
H: 3.29318 -3.48599 4.47367
H: 3.26382 -1.77156 3.98341
H: 1.75200 -2.68392 4.04292
H: 4.18067 -1.94305 0.11027
H: 4.96880 -1.63987 1.66826
H: 5.21050 -3.17306 0.84601

Properties
E in eV: -104017.9716
HOMO energy (alpha / beta) in eV: -3.2 / -3.2
HOMO-LUMO gap (alpha / beta) in eV: 3.062 / 3.063
Energy relative to the best compared isomer or geometry (same formula, charge and spin) in eV: 5.8447
LUMO level (alpha / beta) in eV: -0.11 / -0.11
Strongest force on any atom in eV/A: 3.91

---

Entry 4:
# C26H52O10

A structure of composition C26H52O10 in a non-equilibrium geometry (the ωB97M-V functional and the def2-TZVPD basis, the OMol25 dataset).

Positions of all 88 atoms, in Å:
O: 29.85900 51.38800 28.92800
C: 30.99100 51.66000 28.54400
O: 31.77700 50.96200 27.77900
C: 31.25000 49.92300 27.01000
C: 31.11100 50.10500 25.51100
C: 31.82000 52.80500 29.09200
H: 30.38000 49.52400 27.37900
H: 32.07500 48.95700 26.93100
H: 31.86100 50.67800 24.97900
H: 30.44000 51.02100 25.48600
H: 30.95900 49.33200 24.89900
H: 31.14600 53.66400 29.40900
H: 32.13300 53.28100 28.25000
H: 32.61500 52.28800 29.65600
O: 35.65700 54.57000 22.58700
C: 36.55900 55.43200 22.60200
O: 37.42600 55.79600 21.61700
C: 37.32300 55.19000 20.35400
C: 38.33800 55.83000 19.36200
C: 36.80100 56.21000 23.92300
H: 36.28000 55.16000 19.85500
H: 37.64200 54.14200 20.60000
H: 38.27000 55.32600 18.38000
H: 39.34800 55.98300 19.85400
H: 37.90300 56.86600 19.20600
H: 37.02500 57.20900 23.50300
H: 37.78800 56.07500 24.47200
H: 35.89500 56.13200 24.60700
C: 36.18400 57.22700 27.55000
C: 36.40300 57.56200 29.07000
O: 35.41100 57.20700 29.99900
C: 37.78300 58.18400 29.47300
H: 36.54300 57.96300 26.94700
H: 35.05900 56.93900 27.63700
H: 36.58600 56.36300 27.29300
H: 38.53600 57.80400 28.87000
H: 38.05200 58.22700 30.48100
H: 37.71900 59.10400 29.32800
C: 29.14900 53.62000 19.37600
C: 29.16400 52.50800 20.36400
O: 28.62800 51.33200 19.99100
C: 29.70500 52.75900 21.79400
H: 28.81400 53.45200 18.40700
H: 30.12300 54.18900 19.21200
H: 28.50700 54.35700 19.79300
H: 28.85100 52.63800 22.46700
H: 30.16100 53.69100 21.89900
H: 30.49200 52.06900 21.97300
C: 32.15900 56.17100 25.87800
C: 32.04700 55.10900 24.76200
O: 30.96900 55.25400 23.87800
C: 33.04000 53.93200 24.71400
H: 31.72300 55.43800 26.90900
H: 31.71200 57.18000 25.49000
H: 33.24000 56.24300 26.01500
H: 32.74200 53.18000 24.11700
H: 32.97700 53.44600 25.49000
H: 33.83100 54.46900 24.44300
C: 36.79600 52.88400 25.68600
C: 35.73700 52.17200 26.53200
O: 34.87600 52.73200 27.27900
C: 35.74000 50.68300 26.38700
H: 37.77700 52.60700 25.89700
H: 36.79900 53.72200 26.02400
H: 36.66500 52.71200 24.74200
H: 34.51000 50.53700 26.31900
H: 36.42400 50.16900 27.26700
H: 36.40100 50.35800 25.73600
C: 27.30300 55.38600 24.17100
C: 27.51700 55.87300 25.68900
O: 27.04400 57.06500 26.08000
C: 27.95300 54.81600 26.61800
H: 28.19300 55.13800 23.54300
H: 26.86100 56.20100 23.75600
H: 26.47000 54.76500 24.02400
H: 27.54900 53.81100 26.28100
H: 27.99400 54.93200 27.75800
H: 29.03800 54.62700 26.33300
C: 31.59600 57.88900 29.10800
C: 30.24900 57.10900 29.02100
O: 30.16400 55.80800 29.15000
C: 28.91700 57.93700 28.79200
H: 31.63600 58.63900 29.98200
H: 31.43500 58.42500 28.02600
H: 32.30900 57.18900 28.90300
H: 28.66500 58.22800 27.89700
H: 28.98500 58.89000 29.30500
H: 28.09100 57.31500 29.17600

Properties
E in eV: -48264.6923
HOMO energy in eV: -9.4
HOMO-LUMO gap in eV: 9.540
Energy relative to the best compared isomer or geometry (same formula, charge and spin) in eV: 14.9215
LUMO level in eV: 0.13
Strongest force on any atom in eV/A: 11.11

---

> The lowest E belongs to which entry?

C26H51MnN4O5SSbSi3